Record 1
Formula: H4NOP2
Source: the Open Molecules 2025 dataset
Level of theory: ωB97M-V/def2-TZVPD

Structure (XYZ):
```
8
Properties=species:S:1:pos:R:3:lowdin_charge:R:1
N 0.297 -0.626 0.320 -0.6619
O -0.617 -1.525 1.333 -0.7275
P -1.300 -0.994 -0.341 0.4782
P -0.085 0.632 1.521 0.5238
H -1.083 -0.733 -1.904 -0.1077
H -0.869 -2.339 -0.542 -0.1242
H 0.984 1.535 1.192 -0.1854
H 0.708 -0.024 2.321 -0.1952
```

Values from the calculation:
LUMO (spin up / spin down)	4.9 / 2.8	eV
relative energy (zero: lowest compared OMol25 entry of this formula, charge and spin)	80.5	kcal/mol
net charge	-1
multiplicity	3
Kohn-Sham gap (spin up / spin down)	4.69 / 6.72	eV
highest occupied orbital energy (spin up / spin down)	0.17 / -3.94	eV
calculated total energy	-814.83723	hartree

=====

Record 2
Formula: H4NOPS
Source: the Open Molecules 2025 dataset
Level of theory: ωB97M-V/def2-TZVPD

Structure (XYZ):
```
8
Properties=species:S:1:pos:R:3:lowdin_charge:R:1
N 1.613 -0.444 -0.001 -0.1137
O -0.870 1.636 -0.346 -0.4498
P -0.626 0.481 0.815 0.5786
S -1.448 -1.176 -0.097 0.3174
H 1.804 0.265 -0.701 -0.0611
H 2.015 -0.156 0.830 -0.1295
H -1.565 1.644 -1.001 0.0402
H -0.923 -2.251 0.500 -0.1820
```

Values from the calculation:
LUMO (spin up / spin down)	-0.4 / -0.4	eV
relative energy (zero: lowest compared OMol25 entry of this formula, charge and spin)	67.7	kcal/mol
net charge	0
Kohn-Sham gap (spin up / spin down)	7.69 / 8.12	eV
highest occupied orbital energy (spin up / spin down)	-8.07 / -8.54	eV
calculated total energy	-871.86451	hartree

=====

Record 3
Formula: H4NP
Source: the Open Molecules 2025 dataset
Level of theory: ωB97M-V/def2-TZVPD

Structure (XYZ):
```
6
Properties=species:S:1:pos:R:3:lowdin_charge:R:1
N -1.393 0.037 0.005 -0.4410
P 0.126 0.277 0.085 0.4429
H -1.179 -1.486 -0.456 0.1838
H 0.838 -0.095 -0.999 -0.0832
H 1.032 -0.255 1.227 -0.0150
H 0.575 1.523 0.137 -0.0874
```

Values from the calculation:
LUMO	0.0	eV
relative energy (zero: lowest compared OMol25 entry of this formula, charge and spin)	91.0	kcal/mol
net charge	0
Kohn-Sham gap	9.30	eV
highest occupied orbital energy	-9.34	eV
calculated total energy	-398.33267	hartree

=====

Record 4
Formula: H4NPS2
Source: the Open Molecules 2025 dataset
Level of theory: ωB97M-V/def2-TZVPD

Structure (XYZ):
```
8
Properties=species:S:1:pos:R:3:lowdin_charge:R:1
N -2.235 -1.896 -0.128 -0.3976
P -1.065 -1.039 -0.640 0.4199
S 2.141 1.217 0.366 0.3696
S -1.655 0.997 -0.718 0.3064
H -2.016 -2.875 -0.011 -0.0514
H 2.223 0.177 1.386 -0.1348
H 3.126 1.986 0.904 -0.2260
H -0.520 1.434 -1.159 -0.2861
```

Values from the calculation:
LUMO	-0.1	eV
relative energy (zero: lowest compared OMol25 entry of this formula, charge and spin)	29.0	kcal/mol
SMILES string	[H]/N=P/S.S
net charge	0
Kohn-Sham gap	9.17	eV
highest occupied orbital energy	-9.25	eV
calculated total energy	-1194.85262	hartree

=====

Record 5
Formula: H4O2
Source: the Open Molecules 2025 dataset
Level of theory: ωB97M-V/def2-TZVPD

Structure (XYZ):
```
6
Properties=species:S:1:pos:R:3:lowdin_charge:R:1
H -1.609 -0.097 -0.522 0.0339
H -0.080 -0.209 -0.411 -0.0106
H 1.002 -0.481 1.530 0.0490
H 1.414 0.864 0.923 0.0856
O -0.821 -0.185 -1.107 -0.1389
O 0.730 0.175 0.917 -0.0190
```

Values from the calculation:
LUMO	0.5	eV
relative energy (zero: lowest compared OMol25 entry of this formula, charge and spin)	5.5	kcal/mol
SMILES string	O.O
net charge	0
Kohn-Sham gap	10.87	eV
highest occupied orbital energy	-10.36	eV
calculated total energy	-152.86616	hartree

=====

Record 6
Formula: H4O2
Source: the Open Molecules 2025 dataset
Level of theory: ωB97M-V/def2-TZVPD

Structure (XYZ):
```
6
Properties=species:S:1:pos:R:3:lowdin_charge:R:1
H 1.931 -0.924 0.271 0.1234
H 0.663 -0.123 -0.181 -0.0482
H -0.966 0.693 0.843 0.2804
H -1.846 0.629 -0.647 0.1203
O 1.634 0.018 -0.171 -0.1568
O -1.415 -0.293 -0.115 -0.3191
```

Values from the calculation:
LUMO	-0.6	eV
relative energy (zero: lowest compared OMol25 entry of this formula, charge and spin)	77.6	kcal/mol
net charge	0
Kohn-Sham gap	10.53	eV
highest occupied orbital energy	-11.13	eV
calculated total energy	-152.75125	hartree

=====

Record 7
Formula: H4O2
Source: the Open Molecules 2025 dataset
Level of theory: ωB97M-V/def2-TZVPD

Structure (XYZ):
```
6
Properties=species:S:1:pos:R:3:lowdin_charge:R:1
H -0.207 0.378 -2.544 0.0331
H 0.257 0.732 -1.105 0.0343
H -0.187 0.217 0.960 -0.0326
H -0.547 -0.408 2.332 0.1223
O -0.181 0.052 -1.643 -0.0575
O 0.266 -0.167 1.687 -0.0996
```

Values from the calculation:
LUMO	0.7	eV
relative energy (zero: lowest compared OMol25 entry of this formula, charge and spin)	10.7	kcal/mol
SMILES string	O.O
net charge	0
Kohn-Sham gap	12.22	eV
highest occupied orbital energy	-11.49	eV
calculated total energy	-152.85794	hartree

=====

Record 8
Formula: H4O2
Source: the Open Molecules 2025 dataset
Level of theory: ωB97M-V/def2-TZVPD

Structure (XYZ):
```
6
Properties=species:S:1:pos:R:3:lowdin_charge:R:1
O 14.877 -12.657 -14.418 -0.0677
H 15.569 -13.299 -14.580 0.0251
H 14.786 -12.638 -13.465 -0.0347
O 14.412 -12.861 -11.678 -0.0326
H 13.536 -13.061 -11.348 0.0558
H 14.853 -12.434 -10.944 0.0541
```

Values from the calculation:
LUMO	0.6	eV
relative energy (zero: lowest compared OMol25 entry of this formula, charge and spin)	0.6	kcal/mol
SMILES string	O.O
net charge	0
Kohn-Sham gap	11.38	eV
highest occupied orbital energy	-10.76	eV
calculated total energy	-152.87392	hartree

=====

Record 9
Formula: H4O2
Source: the Open Molecules 2025 dataset
Level of theory: ωB97M-V/def2-TZVPD

Structure (XYZ):
```
6
Properties=species:S:1:pos:R:3:lowdin_charge:R:1
H -1.231 0.885 0.273 0.1037
H -1.835 -0.502 -0.229 0.0282
H 1.651 -0.746 0.371 0.0380
H 0.769 0.318 -0.156 -0.0454
O -1.034 -0.028 -0.114 -0.0592
O 1.681 0.074 -0.144 -0.0653
```

Values from the calculation:
LUMO	0.6	eV
relative energy (zero: lowest compared OMol25 entry of this formula, charge and spin)	5.9	kcal/mol
SMILES string	O.O
net charge	0
Kohn-Sham gap	11.39	eV
highest occupied orbital energy	-10.83	eV
calculated total energy	-152.86552	hartree

=====

Record 10
Formula: H4O2
Source: the Open Molecules 2025 dataset
Level of theory: ωB97M-V/def2-TZVPD

Structure (XYZ):
```
6
Properties=species:S:1:pos:R:3:lowdin_charge:R:1
H 0.074 -0.893 1.677 0.0481
H 0.631 -0.930 0.226 0.0285
H -1.127 1.179 -0.649 0.0931
H 0.205 0.857 -1.341 0.0642
O 0.839 -0.591 1.133 -0.1098
O -0.622 0.378 -1.047 -0.1242
```

Values from the calculation:
LUMO	0.8	eV
relative energy (zero: lowest compared OMol25 entry of this formula, charge and spin)	7.9	kcal/mol
SMILES string	O.O
net charge	0
Kohn-Sham gap	11.63	eV
highest occupied orbital energy	-10.83	eV
calculated total energy	-152.86236	hartree

=====

Record 11
Formula: H4O2
Source: the Open Molecules 2025 dataset
Level of theory: ωB97M-V/def2-TZVPD

Structure (XYZ):
```
6
Properties=species:S:1:pos:R:3:lowdin_charge:R:1
H 0.776 0.280 0.603 0.0608
H 1.981 0.182 -0.437 -0.0149
H -0.900 -0.642 -0.199 -0.0295
H -1.557 0.721 -0.120 0.0762
O 1.403 -0.282 0.081 -0.0282
O -1.704 -0.259 0.073 -0.0644
```

Values from the calculation:
LUMO	0.6	eV
relative energy (zero: lowest compared OMol25 entry of this formula, charge and spin)	8.8	kcal/mol
SMILES string	O.O
net charge	0
Kohn-Sham gap	12.28	eV
highest occupied orbital energy	-11.64	eV
calculated total energy	-152.86091	hartree

=====

Record 12
Formula: H4O2
Source: the Open Molecules 2025 dataset
Level of theory: ωB97M-V/def2-TZVPD

Structure (XYZ):
```
6
Properties=species:S:1:pos:R:3:lowdin_charge:R:1
H 0.811 0.118 -0.067 -0.0407
H 2.062 -0.787 0.015 0.0630
H -2.035 -0.450 0.145 0.0359
H -1.348 0.955 0.111 0.0704
O 1.755 0.155 -0.076 -0.0753
O -1.246 0.008 -0.128 -0.0533
```

Values from the calculation:
LUMO	0.7	eV
relative energy (zero: lowest compared OMol25 entry of this formula, charge and spin)	2.5	kcal/mol
SMILES string	O.O
net charge	0
Kohn-Sham gap	11.67	eV
highest occupied orbital energy	-10.99	eV
calculated total energy	-152.87102	hartree